[1]
Below is a cluster of 10 separate species, C24H72N4O14 in total at a distorted geometry, with properties calculated with ωB97M-V with the def2-TZVPD basis set.

Output
Strongest force on any atom ... 3.6 eV/Å
Energy relative to the best compared isomer or geometry (same formula, charge and spin) ... 4.990 eV
HOMO level ... -7.87 eV
SMILES ... COCCNCCOC.COCCNCCOC.COCCNCCOC.COCCNCCOC.O.O.O.O.O.O
E ... -60671.8066 eV

Element x y z (Å)
1 C -0.736 3.688 0.820
2 H -2.427 1.909 3.458
3 H -1.139 -6.107 2.997
4 H -2.343 2.686 -3.109
5 H -1.783 -1.916 6.090
6 H 2.607 -3.612 5.396
7 H -2.639 2.393 5.003
8 C -6.451 2.252 -4.938
9 O -7.610 0.090 -4.810
10 O -2.156 0.094 6.249
11 H -5.380 0.846 -3.857
12 O -3.464 1.304 -2.199
13 H 3.426 -3.106 3.905
14 C -1.865 -4.334 2.067
15 C 0.458 -5.374 4.810
16 H -2.747 -1.570 1.733
17 H -1.814 -1.383 0.421
18 C -7.982 -0.945 -5.707
19 C 2.923 2.847 -0.330
20 H -3.863 3.152 -4.901
21 H 4.711 1.653 -3.170
22 H -7.851 -1.760 -4.995
23 C -2.054 1.657 4.451
24 H 2.614 3.656 -0.992
25 C -0.211 3.344 4.401
26 H 0.903 2.920 -3.738
27 H -1.713 0.768 -1.090
28 H -0.398 3.820 5.363
29 H -4.609 3.337 -3.365
30 H 0.204 1.449 1.600
31 C 6.383 1.664 -1.078
32 H -6.321 3.164 -5.521
33 N 6.673 1.299 -2.425
34 C 5.532 0.939 -3.243
35 H 0.224 -2.105 1.425
36 O 0.843 3.008 -2.786
37 H 1.256 3.850 -2.597
38 H 5.035 0.777 -5.378
39 H -8.992 -0.840 -6.103
40 O 3.941 2.008 -0.782
41 O -0.090 3.390 2.054
42 C -7.585 1.327 -5.468
43 C 5.885 0.709 -4.698
44 O 6.394 -0.607 -4.712
45 O 3.142 -0.412 -0.880
46 C -2.523 0.321 -1.666
47 C -0.629 4.067 3.142
48 N -5.245 1.584 -4.534
49 N -0.606 2.003 4.578
50 H 7.325 0.529 -2.479
51 C -2.278 -2.198 0.975
52 O -1.369 -3.054 1.604
53 H 4.053 -4.345 5.073
54 H 5.248 -0.051 -2.885
55 C -3.025 1.888 -3.403
56 H 0.135 0.107 -0.875
57 H -2.203 -0.386 -2.431
58 H -0.766 4.733 0.512
59 H 0.876 3.360 4.480
60 H -1.710 4.176 3.056
61 H -0.068 -6.298 5.046
62 H -1.735 3.252 0.828
63 O 2.421 -4.807 3.661
64 H 0.996 -2.367 -2.010
65 H 2.389 -0.185 -1.426
66 C 3.185 -3.959 4.539
67 H -1.643 -0.414 4.317
68 C -2.231 -1.191 6.770
69 H -2.430 -4.935 1.354
70 H 2.279 -6.410 5.044
71 H -2.569 1.144 -4.056
72 C -4.235 2.578 -4.053
73 H -0.244 5.085 3.084
74 H 7.411 1.952 -0.856
75 O 0.520 0.739 2.159
76 H 1.593 -6.683 3.488
77 O 1.850 -2.703 -1.739
78 H -7.456 1.235 -6.547
79 N -0.300 -4.586 3.868
80 H -2.984 -2.774 0.377
81 C 7.337 -0.677 -5.793
82 H 0.047 -5.394 1.859
83 H -7.276 -1.087 -6.526
84 H 6.664 1.408 -5.001
85 H 6.437 0.758 -0.474
86 C 5.218 2.661 -0.754
87 O 1.011 -1.651 1.125
88 C -2.363 0.218 4.837
89 H -8.573 1.764 -5.321
90 C -0.698 -5.182 2.626
91 H -2.990 -0.318 -0.917
92 H -3.167 -1.548 7.200
93 H 7.724 -1.692 -5.700
94 H 2.137 -3.248 -2.471
95 H 0.300 1.018 3.048
96 H 6.950 -0.399 -6.773
97 H 3.729 0.340 -0.958
98 H -1.557 -1.047 7.614
99 H 1.042 -0.851 1.651
100 H 0.548 1.139 -1.903
101 H 8.205 -0.058 -5.565
102 H -3.404 -0.007 4.603
103 H 0.313 -3.855 3.537
104 H 5.221 3.395 -1.560
105 O 0.716 0.238 -1.625
106 H 0.626 -4.741 5.681
107 H -7.008 2.507 -4.036
108 H -0.136 3.031 0.190
109 H 3.227 3.147 0.673
110 H 2.091 2.144 -0.300
111 H -0.156 1.500 5.330
112 C 1.786 -5.897 4.218
113 H -2.475 -4.067 2.930
114 H 5.510 3.117 0.192

***

[2]
Below is a cluster of 12 separate species, C24H72O14 in total at a distorted geometry, with properties calculated with ωB97M-V with the def2-TZVPD basis set.

Output
Strongest force on any atom ... 2.2 eV/Å
Energy relative to the best compared isomer or geometry (same formula, charge and spin) ... 0.000 eV
HOMO level ... -9.19 eV
SMILES ... OCCO.OCCO.CCO.CCO.CCO.CCO.CCO.CCO.CCO.CCO.CCO.CCO
E ... -54717.2808 eV

Element x y z (Å)
1 H -2.763 -2.569 2.016
2 C 5.701 -1.673 -2.864
3 O 3.887 -0.564 2.701
4 C -2.185 -3.502 1.978
5 H 4.977 -1.048 -0.980
6 O -2.255 -5.148 -3.538
7 H 0.537 -5.985 -1.978
8 C 3.664 2.482 -0.132
9 H 0.863 -3.221 0.222
10 H 3.666 2.126 0.902
11 H 3.535 -2.388 3.567
12 C 4.571 -1.457 -1.913
13 H 4.756 4.351 -0.016
14 H 5.652 -2.167 -4.722
15 C 0.878 3.041 -3.265
16 H 0.317 4.064 -5.128
17 H 1.377 0.564 0.038
18 O 2.840 4.544 0.712
19 C -0.881 0.616 3.882
20 C 1.589 -4.232 -1.269
21 H -1.667 3.582 1.383
22 H -6.683 2.261 1.604
23 H -0.386 4.696 0.951
24 O -0.069 2.694 0.444
25 O 5.010 -1.868 -4.069
26 O -5.471 1.269 -1.350
27 C 3.744 3.989 -0.239
28 C -1.487 4.110 -0.730
29 H -0.718 0.276 -1.483
30 H 5.273 -2.038 5.385
31 O 0.666 -4.063 -0.228
32 H 3.305 -0.951 4.623
33 H -0.996 1.301 0.428
34 O 1.128 -1.289 0.851
35 H -1.035 -1.292 -0.695
36 C 3.934 -1.393 3.829
37 H -3.959 2.968 -2.629
38 C 5.322 -1.547 4.406
39 H -3.776 0.086 -1.659
40 C -5.094 3.323 1.945
41 H -0.982 -4.796 3.276
42 O -0.863 2.412 -4.670
43 C -1.544 -3.860 3.328
44 H 3.900 -0.702 -2.320
45 C 0.966 -5.057 -2.372
46 H -1.996 3.246 -1.153
47 C -3.268 -4.208 -3.236
48 H -0.899 4.277 -3.847
49 H 4.054 -2.369 -1.600
50 H -0.254 1.665 -4.624
51 H -4.214 -4.732 -3.008
52 O 1.350 0.602 3.044
53 H -1.449 0.632 4.815
54 H -3.703 1.700 1.567
55 H 0.988 0.940 5.041
56 C 0.901 -0.399 -0.198
57 H -1.849 -2.889 -2.293
58 H -1.399 -3.356 1.228
59 H -4.617 1.564 3.091
60 H 4.501 2.024 -0.665
61 H 5.931 -2.125 3.714
62 H 6.373 -0.798 -2.909
63 C -3.807 1.905 -2.830
64 H 0.417 2.384 -2.524
65 H -2.755 1.724 -3.070
66 H -2.653 -3.945 -1.157
67 H 2.736 5.481 0.543
68 H -0.687 4.449 -1.383
69 H 1.364 1.555 2.912
70 C -0.926 3.808 0.598
71 H -2.840 -4.290 1.595
72 H -3.563 -2.599 -1.879
73 O -1.326 0.370 0.441
74 H -3.283 2.719 2.952
75 H -4.554 4.118 1.421
76 H 3.528 4.328 -1.264
77 O -0.685 -2.832 3.776
78 H 0.187 -4.494 -2.878
79 C -2.809 -3.365 -2.074
80 H 2.552 -4.635 -0.909
81 H 2.960 -0.316 2.594
82 H -5.598 3.837 2.777
83 H -1.304 -0.126 2.056
84 H -4.423 1.596 -3.675
85 H 1.425 -0.814 -1.066
86 H 5.809 -0.585 4.593
87 C 0.608 0.330 4.207
88 H 1.709 -5.407 -3.091
89 H 1.829 -3.239 -1.687
90 H -1.055 -1.971 3.488
91 H 6.354 -2.534 -2.650
92 H -5.597 1.725 -0.501
93 C -0.608 -0.296 -0.549
94 H -2.371 -5.868 -2.909
95 H -3.574 1.582 -0.702
96 C -0.167 3.583 -4.265
97 H -0.984 1.599 3.395
98 H 1.421 3.805 -2.697
99 H 2.746 2.127 -0.605
100 C -4.115 1.132 -1.552
101 H 1.615 2.479 -3.856
102 H 0.985 -0.854 1.704
103 C -4.108 2.253 2.412
104 H 0.562 2.691 1.175
105 H -3.496 -3.598 -4.115
106 O -5.997 2.697 1.084
107 H -2.338 -3.978 4.087
108 H -2.234 4.890 -0.591
109 O -1.396 -0.416 3.014
110 H 0.757 -0.723 4.469